# 1
Computed, not measured: a structure of composition C33H20Cl2CrN5O2S, with wB97M-V/def2-TZVPD.

The largest force on an atom is 0.688 eV/A. Its total energy is -110393.200 eV. As for the spin multiplicity: 2. The energy above the lowest of the compared OMol25 structures with the same formula, charge and spin is 0.0 kcal/mol. For the lowest unoccupied orbital energy (spin up / spin down), the calculation gives -0.695 / -0.690 eV.

Last column: Mulliken spin population.
Cartesian coordinates (Å):
Cr (0.71640, 0.53692, -0.22017)  0.9845
Cl (-1.98370, 5.45858, -4.02745)  -0.0002
Cl (-0.80798, 3.41484, -6.15390)  0.0000
S (0.56389, -3.97424, -1.34221)  0.0000
O (-0.36554, 4.40197, 0.65913)  0.0320
O (2.36546, 0.14998, -3.91658)  -0.0019
N (0.48134, -1.74805, -0.05396)  -0.0069
N (0.99797, 1.32927, 1.73760)  -0.0475
N (2.74968, -0.30302, -0.44390)  0.0002
N (1.11585, 0.83530, -2.07879)  0.0058
N (0.18916, 2.42542, -0.42944)  -0.0427
C (-3.88205, -0.03102, -0.01763)  -0.0059
C (-4.67265, 0.94611, 0.59432)  0.0031
C (0.96699, -3.64453, 3.08887)  0.0000
C (0.35891, -2.27416, -1.22982)  -0.0012
C (0.74258, -2.55234, 2.27912)  0.0004
C (4.93978, -1.82297, -1.23341)  0.0049
C (0.18324, 2.08110, -4.04173)  -0.0015
C (-0.85190, 3.88690, -2.16583)  -0.0055
C (3.03700, -0.48972, -1.73894)  -0.0159
C (2.12238, 0.19856, -2.72379)  0.0396
C (-6.04770, 0.79563, 0.66005)  0.0001
C (0.70572, -2.73740, 0.89646)  -0.0033
C (1.13954, -4.92476, 2.54568)  -0.0002
C (0.45395, 3.23571, 3.08363)  -0.0053
C (-1.06424, 4.07848, -3.52469)  -0.0006
C (-5.87854, -1.29852, -0.50302)  0.0003
C (0.38491, 1.87855, -2.68928)  0.0208
C (0.96451, 2.62051, 4.20762)  0.0075
C (0.04126, 3.24738, 0.61271)  0.0133
C (-1.24991, 0.25603, -0.13257)  -0.0152
C (0.50120, 2.56740, 1.87108)  0.0323
C (4.11051, -1.24143, -2.17663)  -0.0021
C (1.51894, 1.35478, 4.07520)  -0.0060
C (3.55917, -0.86159, 0.45592)  0.0010
C (-0.12367, 2.78569, -1.74359)  -0.0097
C (-4.50170, -1.15530, -0.56612)  0.0001
C (-6.65504, -0.32622, 0.11142)  0.0000
C (1.05104, -5.13259, 1.18549)  0.0001
C (0.82050, -4.02759, 0.36851)  -0.0009
C (-0.55159, 3.18603, -4.45568)  0.0000
C (1.51189, 0.75515, 2.83314)  0.0122
C (4.66108, -1.62442, 0.10930)  -0.0044
C (-2.45843, 0.13176, -0.07931)  0.0147
H (5.79135, -2.41727, -1.53735)  0.0003
H (0.54227, -1.57541, 2.69531)  0.0008
H (-3.89315, -1.91139, -1.04488)  -0.0006
H (-1.24015, 4.59218, -1.44905)  0.0007
H (-4.19286, 1.82340, 1.00766)  -0.0005
H (0.02820, 4.22904, 3.08883)  0.0006
H (5.28234, -2.05138, 0.88384)  -0.0006
H (1.14241, -6.12512, 0.76547)  0.0000
H (0.13980, -1.68125, -2.10815)  0.0022
H (1.31464, -5.76517, 3.20372)  0.0000
H (-7.73036, -0.43970, 0.15895)  0.0000
H (-6.34776, -2.17238, -0.93673)  0.0001
H (0.58458, 1.39756, -4.77187)  -0.0001
H (1.94539, 0.83187, 4.91954)  -0.0003
H (3.32004, -0.69921, 1.49371)  -0.0015
H (0.93916, 3.11331, 5.17053)  0.0005
H (4.26642, -1.34049, -3.24159)  -0.0006
H (1.90883, -0.24003, 2.71699)  0.0029
H (-6.64893, 1.56013, 1.13522)  -0.0001
H (0.98765, -3.51685, 4.16304)  0.0000

# 2
Computed, not measured: the molecule C4H5N3, with wB97M-V/def2-TZVPD.

The largest force on an atom is 0.342 eV/A. Its total energy is -8699.668 eV. As for the spin multiplicity: 1. The energy above the lowest of the compared OMol25 structures with the same formula, charge and spin is 3.3 kcal/mol. For the lowest unoccupied orbital energy, the calculation gives 0.942 eV. The structure (SMILES) is Nc1ncccn1.

Last column: Mulliken charge in e.
Cartesian coordinates (Å):
N (0.46087, 1.16706, -0.14178)  -0.6123
N (0.22163, -1.19693, 0.14001)  -0.6075
N (2.31437, -0.20982, -0.09498)  -0.4326
C (-1.09740, -1.03055, 0.23035)  -0.0262
C (0.94247, -0.08093, -0.04212)  0.5172
C (-0.85564, 1.29378, -0.02021)  0.0003
C (-1.70999, 0.21309, 0.16622)  -0.4551
H (-2.78410, 0.33654, 0.25008)  0.3554
H (-1.69163, -1.93682, 0.34704)  0.3818
H (2.77936, 0.27134, -0.84842)  0.2449
H (2.66321, -1.13805, 0.07345)  0.2472
H (-1.24316, 2.31129, -0.05965)  0.3869

# 3
Computed, not measured: a cluster of 4 separate species, C18H41NO8 in total in a non-equilibrium geometry, with wB97M-V/def2-TZVPD.

The largest force on an atom is 1.827 eV/A. Its total energy is -37201.166 eV. As for the spin multiplicity: 1. The energy above the lowest of the compared OMol25 structures with the same formula, charge and spin is 6.0 kcal/mol. For the lowest unoccupied orbital energy, the calculation gives 0.779 eV. The structure (SMILES) is C[C@@H](O)COC(=O)NCCCCOC=O.CC(C)O.CC(C)O.CC(C)O.

Last column: Mulliken charge in e.
Cartesian coordinates (Å):
O (0.66196, 0.35020, -2.28239)  -0.6816
O (0.83148, 2.99716, -3.16489)  -0.6367
O (0.74534, -2.24521, 1.19363)  -0.4374
O (2.23538, 0.61750, -4.99425)  -0.3877
O (-4.23666, 1.54945, -0.71864)  -0.3835
O (0.23762, -2.50478, 7.79181)  -0.5765
O (2.23525, 2.94398, -1.37621)  -0.4562
O (-3.28941, -0.04763, 0.56296)  -0.5071
N (0.62204, 4.52171, -1.46974)  -0.2501
C (1.07070, -1.19949, -6.08090)  -1.2964
C (2.65706, 1.64934, -1.82022)  -0.7651
C (1.72555, 0.54677, -1.36145)  0.3854
C (1.21315, 3.44081, -2.09246)  0.6926
C (-1.45056, -3.52806, 6.39359)  -1.1408
C (1.18350, 0.72241, 0.04189)  -0.7935
C (-0.83394, 4.50729, -1.53260)  -0.9238
C (-0.50174, -2.35381, 6.58096)  0.6276
C (2.41681, -0.62949, -5.66242)  0.4709
C (-3.25723, 0.66521, -0.42053)  0.2179
C (-1.07970, -3.54882, 2.09375)  -1.2187
C (-1.42392, 3.43415, -0.61869)  0.4396
C (-2.91939, 3.59324, -0.33297)  -1.0328
C (1.19418, -3.56762, 3.17300)  -1.4011
C (3.35155, -0.46230, -6.85084)  -1.3737
C (0.17360, -2.74473, 2.40248)  0.6139
C (-1.24506, -1.02669, 6.57667)  -1.3139
C (-3.78942, 2.77432, -1.29408)  -0.6568
H (0.95411, 4.62188, -0.52139)  0.2990
H (-0.09676, -1.86223, 2.98520)  0.1757
H (-1.79698, -2.93924, 1.54390)  0.2696
H (-2.17346, -3.56813, 7.21275)  0.4282
H (2.76358, 1.60760, -2.89934)  0.3899
H (-3.27203, 2.58979, -2.23682)  0.3988
H (0.41993, -1.31090, -5.21329)  0.2739
H (4.30994, -0.05385, -6.52960)  0.3228
H (-1.96117, -0.98884, 7.40214)  0.3751
H (1.98172, 0.93668, 0.74800)  0.3960
H (-1.55432, -3.91001, 3.00749)  0.3162
H (-1.78919, -0.87854, 5.64255)  0.3257
H (-1.14483, 4.36955, -2.56164)  0.3357
H (-0.39063, -2.50647, 8.52030)  0.3506
H (0.57361, -0.52419, -6.78305)  0.3391
H (3.64017, 1.48054, -1.39188)  0.4903
H (-0.89938, -4.46915, 6.39703)  0.3111
H (0.99031, -2.99908, 0.64752)  0.2748
H (0.41052, 1.48396, 0.09763)  -0.0574
H (-0.88067, 3.47808, 0.32643)  0.4172
H (0.77961, -3.92676, 4.11613)  0.2816
H (0.65003, 1.07294, -2.91463)  0.4695
H (1.51489, -4.43387, 2.58788)  0.4295
H (-4.68229, 3.33605, -1.54466)  0.2992
H (-2.46423, 0.56422, -1.17850)  0.3944
H (-3.19528, 4.64224, -0.36114)  0.4784
H (2.32034, -0.36905, -1.36066)  0.4290
H (0.72971, -0.22077, 0.33851)  0.0687
H (1.18325, -2.17241, -6.56148)  0.4064
H (2.92344, 0.23465, -7.57642)  0.3476
H (-0.83301, -4.41276, 1.47030)  0.3477
H (3.52897, -1.41447, -7.35267)  0.3925
H (2.08358, -2.97406, 3.38728)  0.3183
H (-1.21665, 5.47431, -1.21423)  0.3962
H (-3.12136, 3.19837, 0.65882)  0.4197
H (-0.54811, -0.19909, 6.70887)  0.3461
H (1.82749, 1.23334, -5.61156)  0.2767
H (2.87722, -1.29131, -4.92769)  0.2473
H (-2.00033, -3.44874, 5.45423)  0.2231
H (-1.20810, 2.44881, -1.02946)  -0.2733
H (0.23823, -2.35397, 5.77973)  0.0546

- Number 1 is which compound?
  C33H20Cl2CrN5O2S